# C2H6OS

C2H6OS in the gas phase at a distorted geometry (ωB97M-V with the def2-TZVPD basis set, the OMol25 dataset).

```
10
Properties=species:S:1:pos:R:3:forces:R:3:mulliken_charge:R:1
S -1.197 0.855 0.032 -2.23 -3.24 3.23 0.42
O -2.227 0.199 1.138 2.94 2.15 -3.08 -0.62
C -0.710 -0.621 -0.941 1.14 -2.18 0.65 -0.84
C 0.463 0.902 0.861 -0.51 -1.83 -4.77 -0.88
H 0.362 -0.903 -0.725 -0.76 0.97 -0.64 0.27
H 0.344 1.497 1.650 -0.21 2.49 3.29 0.38
H -1.141 -1.570 -0.457 -0.40 1.74 -0.81 0.33
H 1.054 1.451 -0.005 -0.39 -1.70 2.03 0.30
H -0.850 -0.579 -2.031 -0.28 0.11 0.55 0.35
H 0.579 -0.183 1.155 0.71 1.48 -0.45 0.30
```
Forces are in eV/Å.

The value obtained for the HOMO energy is -9.10 eV. The value obtained for the total energy is -15051.62652 eV. The frontier orbital gap is 9.849 eV. The calculation puts the energy relative to the best compared isomer or geometry (same formula, charge and spin) at 174.2 kJ/mol. As for the LUMO energy: 0.746 eV.